No. 1
A molecular structure, C46H32Cl5GaNO2P2, computed with the ωB97M-V functional and the def2-TZVPD basis.

Values from the calculation:
Relative energy (zero: lowest compared OMol25 entry of this formula, charge and spin), eV: 0.000
E_HOMO, eV: -10.79
Kohn-Sham gap, eV: 8.45
Total charge: +1

Each line ends with the Löwdin charge.
Geometry (Å):
1 Ga 0.46 0.18 -0.08  0.49
2 O -0.62 -1.28 0.87  -0.32
3 P -1.28 -1.66 2.18  0.79
4 C -1.69 -0.20 3.16  -0.28
5 P -0.48 1.15 3.15  0.77
6 O 0.16 1.25 1.79  -0.34
7 C -1.39 2.61 3.58  -0.28
8 C -2.55 2.58 4.35  -0.08
9 C -3.19 3.77 4.69  -0.06
10 C -2.66 4.98 4.26  -0.06
11 C -1.51 5.01 3.49  -0.06
12 C -0.87 3.83 3.14  -0.05
13 C 0.71 0.84 4.45  -0.29
14 C 0.33 0.88 5.79  -0.08
15 C 1.25 0.57 6.78  -0.06
16 C 2.55 0.23 6.42  -0.05
17 C 2.94 0.20 5.09  -0.04
18 C 2.01 0.51 4.10  -0.04
19 C -0.39 -2.82 3.19  -0.31
20 C -0.21 -4.10 2.64  -0.11
21 C 0.47 -5.07 3.36  -0.06
22 C 0.97 -4.77 4.62  -0.05
23 C 0.79 -3.51 5.17  -0.05
24 C 0.11 -2.53 4.45  -0.06
25 C -2.86 -2.41 1.82  -0.29
26 C -3.31 -2.43 0.50  -0.05
27 C -4.54 -2.99 0.20  -0.06
28 C -5.32 -3.54 1.21  -0.06
29 C -4.87 -3.53 2.53  -0.06
30 C -3.64 -2.97 2.84  -0.07
31 H -1.99 -0.49 4.17  0.09
32 H -2.57 0.21 2.66  0.08
33 H -2.98 1.64 4.68  0.10
34 H -4.09 3.75 5.29  0.11
35 H -3.16 5.91 4.53  0.11
36 H -1.11 5.96 3.14  0.11
37 H 0.02 3.85 2.52  0.11
38 H -0.68 1.17 6.07  0.11
39 H 0.96 0.61 7.82  0.11
40 H 3.27 -0.01 7.20  0.11
41 H 3.96 -0.05 4.82  0.11
42 H 2.30 0.50 3.06  0.09
43 H -0.60 -4.33 1.66  0.12
44 H 0.60 -6.06 2.93  0.11
45 H 1.50 -5.53 5.18  0.11
46 H 1.19 -3.28 6.15  0.11
47 H -0.01 -1.55 4.89  0.08
48 H -2.69 -1.98 -0.27  0.11
49 H -4.89 -3.01 -0.83  0.11
50 H -6.28 -3.98 0.97  0.11
51 H -5.48 -3.96 3.31  0.11
52 H -3.29 -2.99 3.86  0.11
53 Cl 2.30 -2.67 1.11  0.78
54 C 3.03 -1.10 1.07  -0.68
55 C 2.33 -0.04 0.53  -0.26
56 C 3.01 1.18 0.46  -0.65
57 Cl 2.17 2.51 -0.29  0.77
58 C 4.29 1.37 0.96  -0.70
59 Cl 5.04 2.91 0.86  0.72
60 C 4.94 0.29 1.55  -0.71
61 Cl 6.51 0.49 2.22  0.71
62 C 4.31 -0.95 1.59  -0.71
63 Cl 5.12 -2.29 2.31  0.70
64 C -3.34 1.78 -1.06  -0.06
65 C -3.25 1.90 -2.44  -0.06
66 C -2.07 1.56 -3.09  -0.02
67 C -0.99 1.09 -2.34  -0.17
68 C -1.07 0.95 -0.96  -0.14
69 C -2.26 1.31 -0.33  -0.09
70 C 0.31 0.71 -2.99  -0.21
71 C 0.70 1.26 -4.23  0.01
72 C 1.93 0.95 -4.73  0.02
73 C 2.77 0.04 -4.03  -0.15
74 C 4.04 -0.36 -4.52  -0.02
75 C 4.78 -1.28 -3.85  -0.06
76 C 4.27 -1.86 -2.66  -0.04
77 C 3.05 -1.48 -2.16  -0.02
78 C 2.29 -0.50 -2.83  -0.18
79 N 1.08 -0.10 -2.30  0.12
80 H -4.26 2.07 -0.55  0.11
81 H -4.09 2.26 -3.01  0.11
82 H -2.01 1.64 -4.16  0.11
83 H -2.34 1.24 0.75  0.08
84 H 0.06 1.95 -4.75  0.11
85 H 2.28 1.39 -5.66  0.13
86 H 4.40 0.08 -5.45  0.12
87 H 5.74 -1.58 -4.22  0.11
88 H 4.84 -2.62 -2.15  0.11
89 H 2.65 -1.96 -1.28  0.06


No. 2
7 unconnected molecules or ions with the total composition C46H33BF9NO19S3, computed with the ωB97M-V functional and the def2-TZVPD basis.

Values from the calculation:
SMILES: COB(O)[C@@H]1COS(=O)(=O)[C@H](S(=O)(=O)C(F)(F)C(F)(F)C(F)(F)C(F)(F)F)[C@@H]1N=C=S.O=C1C=CC(=O)C=C1.O=C1C=CC(=O)C=C1.O=C1C=CC(=O)C=C1.O=C1C=CC(=O)C=C1.O=C1C=CC(=O)C=C1.O=C1C=CC(=O)C=C1
E_HOMO, eV: -9.72
Kohn-Sham gap, eV: 7.52

Each line ends with the Löwdin charge.
Geometry (Å):
1 C 1.63 2.99 2.98  -0.09
2 O 2.78 2.59 2.19  -0.02
3 B 3.22 1.28 2.65  -0.48
4 O 4.50 1.24 3.29  0.14
5 C 2.24 0.01 2.38  -0.11
6 C 3.00 -1.39 2.33  -0.17
7 O 2.13 -2.56 2.31  -0.21
8 S 1.08 -2.56 1.02  0.76
9 O 0.00 -3.57 1.30  -0.31
10 O 1.70 -2.86 -0.30  -0.26
11 C 0.22 -0.88 1.06  -0.27
12 S -0.95 -0.71 -0.35  0.84
13 O -0.29 -0.05 -1.54  -0.29
14 O -1.43 -2.05 -0.86  -0.30
15 C -2.48 0.29 0.02  -0.35
16 F -3.62 -0.12 -0.70  0.11
17 F -2.22 1.61 -0.45  0.07
18 C -2.87 0.44 1.55  -0.22
19 F -1.84 1.10 2.29  0.08
20 F -3.95 1.36 1.58  0.09
21 C -3.41 -0.88 2.26  -0.22
22 F -4.83 -0.80 2.24  0.09
23 F -3.09 -2.07 1.61  0.13
24 C -3.00 -1.05 3.79  -0.34
25 F -3.88 -2.01 4.33  0.11
26 F -3.19 0.09 4.57  0.13
27 F -1.72 -1.61 3.94  0.11
28 C 1.39 0.25 1.02  -0.28
29 N 2.36 0.06 -0.10  0.05
30 C 2.52 1.12 -0.79  -0.60
31 S 2.41 2.28 -1.98  0.75
32 H 1.91 3.16 4.07  0.10
33 H 1.18 4.00 2.62  0.11
34 H 0.76 2.24 2.92  0.09
35 H 5.01 0.55 2.81  0.11
36 H 1.46 -0.02 3.23  0.16
37 H 3.74 -1.51 1.48  0.15
38 H 3.61 -1.46 3.30  0.15
39 H -0.24 -0.82 2.10  0.11
40 H 0.96 1.30 0.95  0.15
41 C 5.13 -0.36 -5.43  0.02
42 C 4.83 -1.56 -5.92  0.03
43 C 3.44 -1.96 -6.19  -0.38
44 O 3.17 -3.06 -6.64  0.09
45 C 2.38 -0.97 -5.90  0.03
46 C 2.67 0.23 -5.40  0.02
47 C 4.07 0.63 -5.13  -0.39
48 O 4.34 1.73 -4.68  0.07
49 H 6.15 -0.05 -5.22  0.12
50 H 5.60 -2.30 -6.14  0.13
51 H 1.36 -1.28 -6.10  0.12
52 H 1.91 0.97 -5.18  0.12
53 C -7.55 0.89 2.46  0.02
54 C -7.85 -0.31 1.97  0.02
55 C -9.25 -0.71 1.72  -0.38
56 O -9.52 -1.81 1.28  0.11
57 C -10.30 0.28 2.03  0.02
58 C -10.01 1.48 2.52  0.02
59 C -8.60 1.88 2.77  -0.39
60 O -8.33 2.98 3.21  0.10
61 H -6.53 1.20 2.64  0.11
62 H -7.09 -1.04 1.73  0.11
63 H -11.33 -0.03 1.84  0.12
64 H -10.77 2.21 2.76  0.12
65 C 1.20 -6.41 0.39  0.03
66 C 0.06 -6.95 -0.01  0.03
67 C -0.02 -8.38 -0.41  -0.39
68 O -1.06 -8.88 -0.78  0.10
69 C 1.23 -9.17 -0.34  0.02
70 C 2.38 -8.62 0.06  0.02
71 C 2.45 -7.20 0.46  -0.38
72 O 3.50 -6.70 0.83  0.10
73 H 1.28 -5.37 0.68  0.08
74 H -0.86 -6.39 -0.07  0.13
75 H 1.16 -10.21 -0.63  0.12
76 H 3.30 -9.19 0.12  0.12
77 C 2.80 -2.75 -11.08  0.02
78 C 3.52 -3.16 -10.04  0.03
79 C 4.94 -3.54 -10.18  -0.38
80 O 5.60 -3.91 -9.23  0.10
81 C 5.54 -3.44 -11.53  0.02
82 C 4.82 -3.03 -12.58  0.02
83 C 3.40 -2.65 -12.43  -0.39
84 O 2.74 -2.28 -13.38  0.10
85 H 1.76 -2.48 -10.99  0.12
86 H 3.10 -3.24 -9.04  0.10
87 H 6.58 -3.71 -11.62  0.12
88 H 5.24 -2.95 -13.57  0.12
89 C 0.12 4.40 6.95  0.03
90 C -0.16 4.20 8.23  0.03
91 C -0.74 2.93 8.71  -0.38
92 O -1.00 2.75 9.88  0.12
93 C -0.99 1.88 7.70  0.03
94 C -0.71 2.08 6.41  0.03
95 C -0.13 3.35 5.94  -0.35
96 O 0.13 3.53 4.76  0.03
97 H 0.54 5.33 6.58  0.13
98 H 0.02 4.96 8.99  0.13
99 H -1.42 0.95 8.06  0.13
100 H -0.89 1.32 5.65  0.11
101 C 0.41 9.07 2.13  0.02
102 C 1.08 8.02 1.67  0.02
103 C 0.38 6.77 1.29  -0.39
104 O 0.99 5.81 0.86  0.10
105 C -1.09 6.74 1.44  0.02
106 C -1.76 7.79 1.91  0.02
107 C -1.06 9.04 2.29  -0.39
108 O -1.68 10.00 2.71  0.11
109 H 0.90 10.00 2.41  0.12
110 H 2.15 8.03 1.54  0.12
111 H -1.58 5.82 1.16  0.12
112 H -2.84 7.79 2.03  0.12


> Which value of Kohn-Sham gap does entry 2 give?

7.52 eV


> The highest Kohn-Sham gap belongs to which entry?

C46H32Cl5GaNO2P2


> Which formula does entry 1 have?

C46H32Cl5GaNO2P2